Computed, not measured: 17 unconnected molecules or ions with the total composition C53H117N17O16 at a distorted geometry, with the ωB97M-V functional and the def2-TZVPD basis.

XYZ file:
```
203
Properties=species:S:1:pos:R:3:forces:R:3:lowdin_charge:R:1
C -15.874255 13.999466 14.825198 0.322 0.694 1.404 0.002
C -16.329449 15.131050 13.974082 0.820 0.653 -0.171 -0.534
O -17.280116 14.989856 13.199617 -0.300 -0.220 0.208 -0.032
N -15.623733 16.270720 13.999260 0.099 0.621 0.319 0.027
C -14.438945 16.487239 14.850107 -0.033 -0.891 -0.388 -0.066
H -16.650690 13.302975 14.789673 -0.904 -1.560 -0.497 0.062
H -15.829057 14.221829 15.915033 0.457 0.343 -0.732 0.104
H -14.923242 13.619937 14.470491 0.108 -0.264 0.082 0.089
H -16.115839 17.073736 13.553519 0.231 -0.349 0.157 0.089
H -13.800870 15.572475 14.684954 -0.138 1.260 0.353 0.088
H -14.693049 16.532077 15.928085 0.114 0.107 -0.526 0.085
H -13.916277 17.424747 14.545707 -0.414 -0.905 0.185 0.094
C -22.697875 12.589293 0.668243 1.126 -0.180 2.181 0.014
C -23.780617 12.458046 1.713225 -1.261 1.174 -1.543 -0.540
O -24.772537 13.199328 1.612383 0.652 -0.595 0.325 -0.004
N -23.626767 11.558196 2.683142 -0.023 -0.162 -0.091 0.036
C -24.467234 11.624896 3.819125 -0.234 1.007 1.398 -0.091
H -22.082672 11.707427 0.553541 -0.158 -0.535 -0.191 0.074
H -21.974215 13.290222 1.151381 -0.553 0.138 -0.899 0.101
H -23.141438 12.895332 -0.242595 -0.076 0.613 -0.773 0.072
H -22.707751 11.238031 2.827078 1.154 -0.580 0.266 0.095
H -24.720832 10.680849 4.272476 0.416 -0.553 0.014 0.073
H -25.388096 12.027235 3.467285 -0.829 0.489 -0.053 0.076
H -24.050656 12.309802 4.612109 -0.437 -0.639 -0.807 0.081
C -27.341320 15.599215 4.335003 -0.804 -0.155 1.759 0.016
C -25.879507 15.794514 4.619289 1.884 0.667 0.333 -0.469
O -25.373207 16.342132 5.629203 -1.390 -0.857 -1.191 -0.035
N -25.080645 15.289702 3.646806 -0.420 1.080 0.816 0.054
C -23.607437 15.319804 3.748108 -1.538 -0.942 -0.192 -0.031
H -27.539764 15.625862 3.283513 -0.089 -0.317 -0.592 0.078
H -28.017415 16.336342 4.808491 0.769 -0.083 -0.090 0.100
H -27.644972 14.634627 4.810685 0.145 0.404 -0.684 0.076
H -25.633840 14.719842 3.046240 0.777 -0.694 -1.198 0.095
H -23.350337 14.502872 4.397596 0.714 -0.198 0.465 0.070
H -23.309686 16.262643 4.117795 0.199 0.951 0.889 0.059
H -23.074020 15.227759 2.820923 -0.350 -0.408 -0.696 0.064
C -21.077169 8.882217 10.613225 0.939 0.598 -0.850 0.022
C -20.140657 10.063344 10.339081 -0.822 -0.876 -0.279 -0.568
O -20.422384 11.215384 10.567988 -0.600 1.285 0.653 0.030
N -19.028969 9.783396 9.686016 2.313 -1.573 -0.919 0.003
C -17.904607 10.682513 9.467994 -0.905 1.391 -0.742 -0.055
H -20.643318 7.914645 10.414607 0.219 -0.211 -0.367 0.076
H -21.954557 9.039707 10.008689 -0.427 -0.128 -0.168 0.074
H -21.335325 8.882623 11.629330 -0.550 0.174 1.454 0.061
H -18.689448 8.826702 9.585391 -0.944 0.309 0.225 0.139
H -18.128124 11.586850 8.826780 -0.140 -0.901 0.875 0.077
H -17.247162 10.082502 8.863130 0.877 0.060 0.185 0.080
H -17.513456 11.036334 10.426542 0.307 -0.109 -0.266 0.093
C -25.583348 17.650692 9.019139 1.609 -1.419 -1.288 0.039
C -24.704432 18.583971 8.225430 -0.542 0.181 0.863 -0.521
O -24.486922 19.726846 8.624109 0.184 0.441 0.211 -0.009
N -24.132239 18.070325 7.143515 0.580 0.759 -1.877 0.026
C -23.290192 18.909899 6.286742 -0.454 0.791 -0.485 -0.055
H -25.218086 17.507335 10.000966 0.792 0.179 1.143 0.045
H -25.513289 16.664682 8.560977 -0.375 -0.108 -0.075 0.063
H -26.574450 17.930241 9.136495 -1.906 0.864 -0.217 0.067
H -24.535935 17.299790 6.583542 -0.039 0.214 1.001 0.059
H -23.335008 19.965516 6.489335 -0.514 0.495 0.993 0.067
H -23.681142 18.975722 5.233153 0.839 -1.097 0.733 0.105
H -22.226997 18.720580 6.452374 -0.052 -0.628 -0.719 0.057
C -24.189917 10.618660 15.480793 -0.443 -0.788 -0.018 0.010
C -25.303029 10.661797 14.471891 -0.455 0.417 -0.524 -0.549
O -25.636202 9.729590 13.743863 0.391 -0.091 0.387 0.010
N -25.911677 11.863277 14.395784 -1.312 0.507 0.025 0.010
C -27.228101 12.103965 13.804237 -0.247 -0.086 -0.640 -0.066
H -23.932588 11.546047 15.959054 -0.045 0.475 -0.014 0.067
H -23.346443 10.193938 14.997149 1.019 -0.231 -0.510 0.066
H -24.456428 9.875438 16.220595 -0.220 -0.110 0.360 0.087
H -25.661016 12.561565 15.054495 0.686 0.440 0.520 0.098
H -27.258626 13.150885 13.369691 -0.163 -1.126 0.892 0.092
H -28.093027 11.861093 14.513867 1.200 0.607 -0.894 0.106
H -27.306244 11.434389 12.941573 -0.182 0.028 0.192 0.066
C -19.038546 19.529007 14.048931 -1.874 -0.822 1.095 0.003
C -18.488452 18.197118 13.613038 1.557 -0.154 0.226 -0.477
O -17.318633 18.210114 13.170462 -0.511 -0.132 -0.061 -0.036
N -19.135223 17.020135 13.826390 0.309 0.721 -0.211 0.056
C -20.554622 16.881408 14.039605 -1.011 -0.458 -0.240 -0.065
H -18.509643 20.351122 13.608634 0.283 0.088 -0.426 0.056
H -18.938829 19.640698 15.176003 -0.303 -0.348 -1.271 0.113
H -20.109045 19.532424 13.736749 0.668 0.495 0.518 0.066
H -18.584477 16.184382 13.636356 0.007 0.236 -0.262 0.084
H -20.847000 17.040106 15.072527 0.008 0.020 0.304 0.089
H -20.971324 15.883379 13.739051 0.939 0.889 0.198 0.068
H -21.079088 17.598348 13.417589 -0.133 0.136 -0.010 0.044
C -15.665330 17.987854 9.652144 -0.927 -0.704 0.134 0.018
C -16.916659 18.882687 9.625265 3.197 0.240 0.270 -0.565
O -17.925825 18.644468 9.039318 -2.284 -0.976 -1.152 0.054
N -16.710906 20.058780 10.234456 -2.458 1.063 -0.545 0.031
C -17.886438 20.848002 10.682141 0.848 -0.780 1.080 -0.043
H -15.831780 17.217717 10.441881 0.160 0.405 -0.605 0.083
H -14.780750 18.560300 9.895327 0.195 0.109 0.086 0.068
H -15.520636 17.503964 8.674841 -0.166 0.062 0.389 0.088
H -15.945955 20.127513 10.823461 1.554 0.055 1.100 0.092
H -18.344405 21.522435 9.983938 0.479 0.495 -0.765 0.065
H -17.452434 21.413855 11.553096 -1.223 -0.476 -0.627 0.102
H -18.706867 20.131690 10.887757 0.517 0.423 0.684 0.067
C -21.360683 20.231217 9.684288 -1.885 1.903 0.063 0.011
C -21.887468 19.656178 10.971696 -0.304 0.039 1.112 -0.503
O -21.130446 19.060829 11.752361 -0.022 0.416 -0.492 -0.042
N -23.218166 19.793138 11.258262 1.389 0.256 -1.558 0.041
C -23.773353 19.057806 12.350675 -1.208 0.618 -0.809 -0.058
H -20.447796 19.725152 9.525426 0.932 -0.432 -0.818 0.037
H -21.202324 21.354057 9.712785 0.063 -1.225 0.470 0.115
H -22.162140 20.159942 8.918863 0.755 -0.477 0.068 0.072
H -23.757180 20.083516 10.455358 -0.584 -0.096 -0.003 0.096
H -24.429549 19.704208 12.912810 -0.565 0.016 0.143 0.091
H -22.935635 18.902753 12.941875 1.276 -0.979 1.492 0.048
H -24.274170 18.126953 12.053240 0.253 0.403 0.088 0.054
C -21.740766 13.448214 13.813102 0.941 1.626 -0.037 -0.003
C -23.027849 14.207000 14.040305 0.954 -1.384 0.011 -0.602
O -23.622524 14.015084 15.092983 -0.758 0.646 0.399 0.006
N -23.406388 14.966802 13.017571 -1.201 1.035 0.258 0.026
C -24.570651 15.855140 13.197809 -0.341 -1.084 -0.587 -0.055
H -21.464583 13.487382 12.751268 0.296 -0.297 0.340 0.080
H -21.856750 12.472774 14.194698 -0.224 -1.338 0.087 0.052
H -20.932832 13.891649 14.462668 -0.713 -0.233 -0.810 0.096
H -22.927410 14.951194 12.103624 -0.276 0.268 0.223 0.064
H -25.352910 15.287982 13.723387 0.127 0.189 -0.223 0.076
H -24.985806 16.243934 12.238759 0.572 -0.594 0.590 0.074
H -24.311793 16.681945 13.827941 0.166 0.564 0.344 0.068
C -27.130919 10.539025 6.417258 -0.532 -0.106 0.643 -0.001
C -27.527181 12.026499 6.387270 1.561 0.060 1.415 -0.522
O -28.377047 12.506511 5.647222 0.608 -0.281 0.607 0.020
N -26.763947 12.724805 7.321917 -0.427 -0.684 -0.375 0.013
C -27.043711 14.135974 7.626351 0.355 -0.995 -0.609 -0.060
H -26.356690 10.244258 7.172146 -0.713 0.662 -0.474 0.059
H -26.719678 10.296020 5.450331 -0.277 -0.383 -0.452 0.055
H -28.065509 9.978936 6.655161 0.734 0.148 -0.525 0.097
H -26.067695 12.172574 7.876008 -1.079 0.928 -0.567 0.092
H -28.001054 14.338297 7.157598 0.065 0.355 -0.354 0.076
H -26.225618 14.755239 7.217766 -0.622 0.103 0.472 0.059
H -27.230332 14.252536 8.684449 0.443 0.193 0.399 0.077
C -19.706861 12.229564 6.000675 0.598 -0.708 -1.127 0.022
C -21.018855 11.524597 5.770202 -0.137 1.768 1.034 -0.549
O -21.524082 11.393979 4.668724 0.145 -0.685 -0.548 0.034
N -21.726704 11.331824 6.896511 -0.270 -1.088 0.277 0.046
C -23.059595 10.788970 6.837508 0.159 0.801 -2.003 -0.060
H -19.340057 12.168162 7.033717 0.125 -0.173 -0.484 0.061
H -19.892104 13.280087 5.781154 0.095 0.069 -0.073 0.072
H -19.019702 11.825056 5.204056 -0.256 0.568 1.139 0.109
H -21.361905 11.515910 7.819908 0.325 0.010 -0.305 0.127
H -23.433516 10.722388 7.790753 -0.893 -0.486 2.179 0.032
H -23.206994 9.898634 6.244065 0.665 -0.732 0.154 0.097
H -23.694372 11.465788 6.294970 -0.363 0.657 0.038 0.045
C -23.442843 11.107558 11.312232 0.316 -1.313 -2.460 0.021
C -24.553077 10.669114 10.354661 0.090 -0.757 -0.252 -0.508
O -24.992822 11.270994 9.375016 0.535 0.930 0.380 -0.015
N -25.079348 9.445659 10.607023 -0.370 -0.356 1.978 0.020
C -26.396457 9.144216 10.041263 -0.228 -1.944 -0.104 -0.082
H -23.838181 11.859899 11.894602 -0.808 1.700 1.579 0.052
H -22.548351 11.476914 10.794458 -0.389 -0.014 0.007 0.065
H -23.142976 10.251891 11.890224 0.043 -0.121 0.529 0.062
H -24.812426 8.969717 11.516915 -0.796 1.072 -1.577 0.146
H -26.850854 8.324040 10.626306 0.532 0.099 -0.264 0.090
H -26.286254 8.789364 9.007802 -0.039 0.074 0.237 0.072
H -27.207248 9.868866 10.029815 0.684 0.938 0.239 0.084
C -19.098280 17.711219 1.270014 -0.521 -0.941 -1.247 0.008
C -20.539993 17.902852 0.846370 0.214 0.467 -0.218 -0.566
O -20.821012 18.193462 -0.298890 -0.193 -0.094 -0.684 0.031
N -21.481504 17.741053 1.800717 -0.783 -0.261 1.908 0.019
C -22.943256 17.856285 1.547286 0.851 0.025 1.067 -0.056
H -18.838346 16.659810 1.116051 -0.046 0.016 -0.103 0.090
H -18.962996 17.896961 2.281966 0.280 0.488 1.969 0.025
H -18.428076 18.301575 0.667718 0.006 0.284 -0.249 0.080
H -21.167474 17.757439 2.789934 -0.216 -0.132 -1.050 0.102
H -23.431361 18.406901 2.385694 0.431 -0.552 -0.434 0.086
H -23.431410 16.873318 1.414325 0.272 0.511 -0.033 0.072
H -23.050884 18.465093 0.681533 -0.264 0.259 -0.870 0.062
C -19.447144 19.884077 5.926640 0.043 0.649 -0.568 0.015
C -19.528791 18.432288 5.606842 1.010 -0.246 0.564 -0.591
O -20.017407 18.087673 4.557146 -1.243 -0.637 -1.607 0.015
N -18.988554 17.543909 6.456310 -0.617 -0.229 -0.456 0.043
C -18.913816 16.121272 6.151671 0.078 0.309 1.872 -0.054
H -18.961526 20.121432 6.859211 0.308 -0.001 0.305 0.061
H -20.479482 20.252055 5.978372 0.285 0.150 -0.214 0.080
H -18.908325 20.342499 5.056549 -0.603 -0.126 0.870 0.110
H -18.398672 17.891847 7.167000 0.411 0.345 1.156 0.075
H -19.783310 15.822697 5.597217 -0.063 -0.126 -0.592 0.063
H -18.895057 15.566200 7.111067 -0.107 0.265 -0.456 0.070
H -17.962208 15.921583 5.704394 0.314 -0.456 -0.843 0.084
C -15.140596 14.038699 9.309501 1.910 0.367 -0.726 -0.008
C -16.612829 14.249260 9.329057 -0.509 -0.016 -1.581 -0.589
O -17.267288 14.164675 8.281863 0.223 -0.204 0.070 -0.006
N -17.195007 14.580061 10.460965 -0.046 -0.028 1.548 0.036
C -18.613816 14.839044 10.520790 -0.430 -1.371 -0.697 -0.041
H -14.556071 14.923125 9.617422 -0.539 0.027 0.010 0.075
H -14.804863 13.849646 8.265262 -0.456 -0.082 0.741 0.096
H -14.737598 13.260366 9.952544 -0.397 -0.363 0.084 0.074
H -16.661493 14.649234 11.313286 -0.178 0.007 0.074 0.106
H -18.939129 15.168145 11.478487 0.233 0.566 0.698 0.055
H -19.219620 13.925904 10.320462 0.509 0.362 -0.120 0.095
H -18.816137 15.544597 9.747292 -0.578 0.682 -0.416 0.064
N -22.755855 15.424977 10.420712 0.292 0.095 -2.094 0.055
C -23.207395 14.687565 9.371741 0.764 1.233 0.798 -0.108
C -23.019051 14.987947 8.039175 0.629 0.359 -0.820 -0.059
C -22.203220 16.066341 7.731129 1.936 0.427 1.833 -0.054
C -21.567720 16.765954 8.809503 -1.038 -0.159 -1.033 -0.029
C -21.966828 16.481214 10.108631 -0.630 -0.579 -0.019 -0.104
H -23.713515 13.817439 9.637968 -1.034 -1.415 0.421 0.078
H -23.381231 14.372907 7.211332 -0.237 0.041 0.536 0.107
H -21.842655 16.310979 6.740676 -0.476 -0.068 -0.222 0.095
H -20.855230 17.571560 8.599050 -0.313 -0.336 0.134 0.095
H -21.723418 17.118295 10.947759 0.510 -0.101 -0.017 0.088
```
Positions in Å, forces in eV/Å.

As for the energy: -114957.654 eV. As for the largest force on an atom: 3.217 eV/A.